DFT (ωB97M-V/def2-TZVPD) results for a gas-phase ion, C3H8N3 (charge +1).

XYZ file:
```
14
Properties=species:S:1:pos:R:3:forces:R:3:nbo_charge:R:1
C 0.775 -1.003 0.165 -2.476 0.242 -0.917 -0.32
C 0.392 1.269 0.157 -3.021 1.869 1.011 -0.23
C -0.694 -0.825 0.440 1.435 1.223 0.154 -0.02
N 1.180 0.293 -0.422 0.064 -2.706 2.266 -0.16
N -0.907 0.652 0.496 0.173 0.204 -0.783 -0.17
N -1.386 -0.092 -0.636 -2.668 -0.296 -0.724 -0.59
H 1.358 -1.023 1.056 1.081 0.000 1.511 0.25
H 0.998 -1.865 -0.391 0.613 -0.966 -0.961 0.29
H 0.619 1.663 1.206 1.182 -0.343 -1.232 0.32
H 0.246 2.113 -0.527 0.066 0.220 0.052 0.30
H -1.314 -1.280 1.145 -0.371 -1.388 0.795 0.27
H 2.157 0.267 -0.262 2.398 1.088 -0.850 0.41
H -1.009 0.006 -1.582 1.557 0.525 -1.349 0.23
H -2.417 -0.176 -0.845 -0.032 0.328 1.026 0.42
```
Positions in Å, forces in eV/Å.

Results
* M: 86.12 g mol⁻¹
* ΔE to the lowest compared entry with this formula, charge and spin: 5.172 eV
* LUMO energy (alpha / beta): -0.120 / -0.336 Eh
* total charge: +1
* spin multiplicity: 3